No. 1
This record from the Open Molecules 2025 dataset describes a molecular structure, C7H13BrF3NO10PS3 at a distorted geometry. The level of theory is the ωB97M-V functional and the def2-TZVPD basis.

The calculation puts the electronic energy at -149426.8618 eV. The frontier orbital gap is 8.3 eV. As for the charge: -1.

Positions of all 39 atoms, in Å:
O1 5.252781 0.915212 -3.766728
S1 3.922542 0.727951 -3.324247
O2 3.053414 0.152038 -4.278421
O3 3.920215 -0.213812 -2.053362
C1 3.346992 2.316701 -2.737018
C2 2.184584 2.844314 -3.560729
C3 1.081633 3.468677 -2.709113
S2 0.710134 2.448402 -1.293813
O4 0.920504 1.090645 -1.750480
O5 1.605968 2.885744 -0.267473
N1 -0.825538 2.741479 -0.992881
S3 -1.471169 1.770228 0.113625
O6 -2.503536 2.474940 0.799405
O7 -0.557644 1.118044 1.005788
P1 -2.468666 0.110625 -0.922077
O8 -2.445903 0.665460 -2.448042
Br1 -0.969973 -1.542567 -0.925913
H1 3.441778 0.233140 -1.327846
H2 4.189902 2.985965 -2.795127
H3 3.113098 2.212822 -1.687758
H4 2.559390 3.623500 -4.211163
H5 1.748044 2.085263 -4.189454
H6 0.182827 3.525616 -3.311111
H7 1.281307 4.482033 -2.395839
H8 -1.532810 0.972159 -2.631445
C4 -1.644184 -1.657379 5.058773
C5 -1.174057 -3.059494 4.737519
O9 -2.186127 -3.804115 4.029327
C6 -2.256614 -3.560664 2.721943
O10 -1.574593 -2.800836 2.108380
C7 -3.344262 -4.445982 2.086812
F1 -4.468371 -4.452708 2.828678
F2 -2.904718 -5.719440 1.992030
F3 -3.652151 -4.018155 0.864253
H9 -2.585342 -1.689133 5.609171
H10 -0.899756 -1.138251 5.660863
H11 -1.812056 -1.081417 4.149749
H12 -0.987720 -3.620086 5.651451
H13 -0.249922 -3.046920 4.162274

Atoms 1-6, force components in eV/Å:
1.77 0.06 0.10
-0.18 0.35 -0.29
-1.23 -0.40 -0.60
0.03 0.50 0.73
0.05 -0.35 -0.02
-0.22 0.51 0.45

---

No. 2
This record from the Open Molecules 2025 dataset describes a molecular structure, C15H37CrN5O15S2V at a distorted geometry. The level of theory is the ωB97M-V functional and the def2-TZVPD basis.

The calculation puts the electronic energy at -130100.9063 eV. Its spin multiplicity is 7. The frontier orbital gap (spin up / spin down) is 2.6 / 6.8 eV. As for the charge: -1.

Positions of all 76 atoms, in Å:
Cr1 1.778141 0.925409 -2.856922
V1 3.294623 -1.311056 -0.308350
O1 1.835807 0.167893 -4.674022
H1 1.774058 0.978351 -5.194348
O2 3.317535 -0.014376 -1.932631
H2 4.226736 -0.118239 -2.229094
S1 2.762848 -3.793325 -2.489369
O3 2.973791 -3.083013 -1.200914
O4 1.587888 -4.705630 -2.397548
O5 2.712051 -2.917536 -3.608721
O6 3.848119 -4.827666 -2.612235
S2 0.326679 -0.163823 -0.868462
O7 1.209778 -0.856056 0.116940
O8 -1.077685 -0.202427 -0.502458
O9 0.861390 1.250256 -1.061606
O10 0.556772 -0.686730 -2.239923
C1 -1.213526 1.919502 -3.253964
O11 -0.057329 1.779950 -3.588694
N1 -1.879943 3.075662 -3.269778
C2 -1.281770 4.276868 -3.734449
C3 -3.263916 3.137219 -2.795426
H3 -1.814990 1.071751 -2.898563
H4 -1.167635 5.037773 -2.948178
H5 -1.925048 4.726022 -4.501440
H6 -0.288193 4.127521 -4.143914
H7 -3.524263 2.193331 -2.332192
H8 -3.192899 3.903525 -2.013978
H9 -3.956661 3.512100 -3.547461
C4 0.822821 -1.093944 3.925916
O12 1.586329 -1.695897 4.672707
N2 0.856962 0.240029 3.704172
C5 0.033116 0.834909 2.668904
C6 1.958604 1.018377 4.195518
H10 0.050293 -1.627028 3.359029
H11 0.557285 0.971333 1.724420
H12 -0.406650 1.763378 3.036435
H13 -0.805897 0.172584 2.448413
H14 1.586796 1.956848 4.612167
H15 2.309727 0.544500 5.121080
H16 2.793129 1.048106 3.499081
C7 -4.413712 -0.718873 -1.148419
O13 -5.415610 -0.115307 -1.501443
N3 -4.226493 -1.269578 0.078792
C8 -5.180680 -1.134940 1.147986
C9 -3.131318 -2.149238 0.275275
H17 -3.533896 -0.841582 -1.794042
H18 -6.046548 -0.613621 0.736006
H19 -4.768314 -0.528117 1.955774
H20 -5.509692 -2.114618 1.498291
H21 -3.431703 -3.176667 0.543563
H22 -2.552185 -2.234109 -0.635755
H23 -2.511611 -1.856378 1.126704
C10 3.439182 -3.363219 2.342989
O14 3.035445 -2.490965 1.589293
N4 4.269502 -4.361987 1.999677
C11 4.643852 -5.348636 2.995689
C12 4.566501 -4.667768 0.592952
H24 3.216878 -3.408140 3.412498
H25 5.679114 -5.628418 2.787002
H26 4.004973 -6.229285 3.006721
H27 4.705478 -4.851510 3.963293
H28 5.482650 -5.269011 0.568472
H29 3.815872 -5.344482 0.180361
H30 4.737409 -3.779634 0.001323
C13 -2.496123 2.671786 0.380721
O15 -3.708826 2.629308 0.553480
N5 -1.798091 3.826485 0.339110
C14 -0.351023 3.885845 0.260545
C15 -2.477682 5.093585 0.441550
H31 -1.903187 1.748145 0.300932
H32 -0.049410 4.586155 -0.526352
H33 0.111935 2.920000 0.066858
H34 0.001510 4.336036 1.198018
H35 -1.907592 5.748796 1.102506
H36 -2.576278 5.578106 -0.537989
H37 -3.485196 4.935386 0.817475

Atoms 1-6, force components in eV/Å:
-1.33 -3.06 -1.58
-2.56 -1.15 -0.63
0.89 1.40 1.50
-0.14 -0.13 -0.47
0.46 0.34 0.98
-0.28 0.24 -0.83

---

No. 3
This record from the Open Molecules 2025 dataset describes a gas-phase ion, C3H3N2O2S (charge +1) at a distorted geometry. The level of theory is the ωB97M-V functional and the def2-TZVPD basis.

The calculation puts the electronic energy at -21061.1889 eV. The frontier orbital gap (spin up / spin down) is 7.6 / 7.6 eV. As for the charge: +1.

Positions of all 11 atoms, in Å:
C1 1.365669 0.011496 0.006430
C2 -0.516921 1.263215 -0.209051
C3 -0.880313 -0.176408 0.045185
N1 0.901054 1.242701 -0.350518
N2 0.358454 -0.830409 0.160961
O1 -1.188591 2.202411 -0.157015
O2 -2.112793 -2.403634 0.324323
S1 -2.382806 -1.007751 0.177869
H1 2.298669 -0.432870 0.166210
H2 1.593482 1.903233 -0.628676
H3 0.564097 -1.771983 0.464282

Atoms 1-6, force components in eV/Å:
-3.25 0.46 -0.85
0.26 -2.17 0.56
-1.11 -1.11 0.04
2.11 -2.99 0.85
0.36 0.36 0.27
-1.67 2.53 -0.39